Below is a cluster of 2 separate species, C5H5Cl in total, with properties calculated with the ωB97M-V functional and the def2-TZVPD basis.

Geometry (Å):
1 C -0.038 -1.448 0.017
2 C -1.143 0.473 -0.015
3 C 1.053 0.427 0.032
4 C -0.062 -0.165 0.829
5 C -0.025 -0.172 -0.801
6 Cl 2.690 0.187 0.075
7 H 0.863 -2.047 0.038
8 H -0.951 -2.031 0.000
9 H -2.106 -0.019 -0.035
10 H -1.191 1.556 -0.019
11 H 0.910 3.240 -0.122

Cartesian forces, eV/Å:
C -0.123 -0.960 0.023
C -0.335 0.683 0.014
C -0.735 1.358 0.015
C 0.238 -0.145 -0.870
C 0.170 -0.160 0.797
Cl 0.742 -0.359 0.010
H 0.055 0.055 0.005
H -0.094 0.030 -0.006
H 0.046 -0.154 0.001
H 0.047 -0.061 -0.008
H -0.012 -0.286 0.020

Results
- HOMO level (spin up / spin down) (eV) = -8.591 / -10.324
- energy above the lowest of the compared OMol25 structures with the same formula, charge and spin (kcal/mol) = 170.9

Löwdin atomic charge list, values in e, 8 entries: -0.0832 -0.0797 -0.7028 -0.1625 -0.1698 0.7161 0.0926 0.1044

=====

Below is the molecule C5H5Cl2P, with properties calculated with the ωB97M-V functional and the def2-TZVPD basis.

Geometry (Å):
1 C -0.684 0.896 0.197
2 C -0.570 0.083 -0.981
3 C 0.323 0.626 1.089
4 C 1.232 -0.442 0.460
5 C 0.498 -0.732 -0.867
6 P 3.115 0.150 0.741
7 Cl 3.169 1.602 -0.633
8 Cl 3.967 -1.282 -0.253
9 H -1.548 1.621 0.256
10 H -1.236 0.131 -1.735
11 H 0.324 1.115 1.980
12 H 1.129 -1.298 1.032
13 H 0.825 -1.441 -1.639

Cartesian forces, eV/Å:
C -0.231 0.932 0.948
C 2.600 -0.818 2.258
C -1.593 -0.851 -4.035
C -0.398 2.676 -0.652
C 1.120 0.539 -0.279
P -3.093 0.317 0.940
Cl 0.010 0.996 -0.655
Cl 1.356 -2.065 -1.181
H 1.286 -0.798 0.478
H -1.998 -0.078 -2.521
H 0.753 0.936 2.597
H 0.201 -2.072 1.493
H -0.014 0.285 0.609

Results
- HOMO level (eV) = -8.699
- energy above the lowest of the compared OMol25 structures with the same formula, charge and spin (kcal/mol) = 0.0

Löwdin atomic charge list, values in e, 8 entries: -0.0992 -0.1065 -0.1249 -0.5041 -0.0886 0.1164 0.1823 0.2078

=====

Below is a cluster of 2 separate species, C5H5Cl3SSi in total, with properties calculated with the ωB97M-V functional and the def2-TZVPD basis.

Geometry (Å):
1 C -1.396 1.011 1.989
2 C -0.241 1.199 1.208
3 C -2.178 -0.003 1.521
4 C -0.259 0.396 0.091
5 C 0.508 -0.039 -3.003
6 Si 0.897 0.436 -1.343
7 S -1.645 -0.598 0.022
8 Cl -0.911 -0.802 -3.452
9 Cl 2.943 -2.461 0.135
10 Cl 2.658 1.368 -0.871
11 H -1.468 1.331 3.146
12 H 0.518 1.909 1.525
13 H -3.110 -0.384 1.966
14 H 1.370 -0.025 -3.751
15 H 2.315 -3.340 0.818

Cartesian forces, eV/Å:
C 0.214 -0.422 3.797
C -0.207 0.247 0.142
C -1.417 -0.027 0.119
C 0.948 0.481 -0.956
C 3.420 1.186 1.493
Si -0.515 -0.398 -1.371
S -0.110 0.004 0.343
Cl -1.281 -0.664 -0.506
Cl 0.010 0.066 -0.026
Cl -0.276 -0.159 -0.160
H -0.058 -0.282 -3.090
H 0.095 -0.235 -0.497
H 0.690 0.211 -0.262
H -1.476 0.010 0.960
H -0.039 -0.018 0.014

Results
- HOMO level (eV) = -7.708
- energy above the lowest of the compared OMol25 structures with the same formula, charge and spin (kcal/mol) = 65.8

Löwdin atomic charge list, values in e, 8 entries: -0.2086 -0.2101 -0.4347 -0.6984 -0.8895 0.2285 0.9827 0.5212

=====

Below is a cluster of 2 separate species, C5H5Cl5IN3P in total, with properties calculated with the ωB97M-V functional and the def2-TZVPD basis.

Geometry (Å):
1 N 4.393 0.671 1.140
2 P 3.650 0.473 -0.250
3 C 1.765 0.715 -0.109
4 C 0.911 -0.392 -0.519
5 I 1.554 -2.272 -1.267
6 C -0.528 -0.089 -0.379
7 C -0.744 1.267 0.139
8 Cl -2.450 1.759 0.328
9 N 0.106 2.210 0.493
10 N 1.373 1.924 0.342
11 Cl 2.479 3.168 0.749
12 H 3.712 0.874 1.880
13 H 4.075 1.396 -1.253
14 H 3.980 -0.825 -0.706
15 H -1.330 -0.837 -0.686
16 C -4.602 -2.028 0.134
17 Cl -5.919 -0.966 -0.356
18 Cl -4.738 -3.599 -0.651
19 Cl -3.030 -1.276 -0.238
20 H -4.659 -2.174 1.208

Cartesian forces, eV/Å:
N -1.581 -0.039 -0.782
P 1.706 0.475 2.347
C 2.052 -1.522 -1.442
C -3.046 2.271 1.068
I -0.466 0.985 0.399
C 3.870 0.869 -0.087
C -2.460 -1.010 -0.313
Cl 1.720 -0.052 -0.101
N -0.369 -0.352 -0.175
N -0.528 -1.939 -0.589
Cl -0.544 -0.302 -0.213
H 0.714 -0.026 0.016
H -0.546 -0.431 -0.092
H -0.706 0.492 -0.632
H 2.052 1.596 0.258
C -0.582 -0.358 -0.201
Cl 0.204 -0.025 0.081
Cl 0.084 0.148 0.107
Cl -1.705 -0.849 0.440
H 0.134 0.070 -0.087

Results
- net charge = +1
- HOMO level (eV) = -12.416

Löwdin atomic charge list, values in e, 8 entries: -0.3096 0.6984 -0.3587 -0.6173 1.0213 -0.1076 -0.5936 0.6969

=====

Below is the molecule C5H5ClF2, with properties calculated with the ωB97M-V functional and the def2-TZVPD basis.

Geometry (Å):
1 C 1.460 0.241 0.810
2 C 1.005 -0.751 -0.174
3 C -0.215 -0.993 -0.653
4 C -1.407 -0.194 -0.335
5 C -1.491 1.117 -0.340
6 H 0.578 0.615 1.397
7 H 2.207 -0.146 1.540
8 H 1.982 1.168 0.345
9 H -0.397 -1.907 -1.313
10 H -2.419 1.623 -0.058
11 F 2.011 -1.520 -0.621
12 F -0.466 1.885 -0.666
13 Cl -2.850 -1.140 0.067

Cartesian forces, eV/Å:
C 0.406 2.233 0.920
C -0.189 -0.131 -0.287
C -0.561 -1.179 -0.724
C 0.381 -1.384 0.089
C -1.433 0.149 0.531
H 0.871 -0.265 -0.579
H -0.606 -0.158 -0.656
H -1.001 -1.551 0.472
H 0.494 1.456 0.918
H 0.510 0.136 -0.230
F 0.223 -0.303 -0.098
F 0.413 0.494 -0.204
Cl 0.490 0.504 -0.152

Results
- HOMO level (eV) = -9.168
- energy above the lowest of the compared OMol25 structures with the same formula, charge and spin (kcal/mol) = 21.6

Löwdin atomic charge list, values in e, 8 entries: -0.0332 -0.3551 -0.0736 -0.6438 -0.2089 0.0946 0.0939 0.1212

=====

Below is the molecule C5H5ClN4O2, with properties calculated with the ωB97M-V functional and the def2-TZVPD basis.

Geometry (Å):
1 C 0.711 -0.882 -1.713
2 C 0.346 0.248 -1.037
3 C -0.645 1.275 -1.577
4 C -0.342 -0.683 1.420
5 C 0.958 -0.041 0.346
6 N 1.683 -1.600 -1.014
7 N 1.904 -1.072 0.126
8 N -1.815 1.468 -0.895
9 N 0.283 -1.079 2.522
10 O -0.384 1.823 -2.603
11 O -1.491 -0.651 1.231
12 Cl 1.538 1.315 1.307
13 H 0.677 -1.132 -2.751
14 H -1.889 0.921 -0.105
15 H -2.473 2.160 -1.210
16 H 1.246 -0.858 2.768
17 H -0.309 -1.212 3.188

Cartesian forces, eV/Å:
C 0.649 2.141 0.036
C -0.483 -1.781 0.441
C -0.604 -0.447 1.111
C 4.936 0.976 -0.955
C -2.934 0.737 -0.258
N 0.747 0.193 1.715
N -0.139 -1.347 -0.501
N 1.807 0.463 -1.680
N 4.152 0.633 -3.776
O 0.539 0.786 -1.477
O -2.550 0.092 -1.053
Cl 0.351 0.216 -0.351
H -0.847 -0.031 -0.388
H -1.028 -1.044 2.087
H 0.041 -0.141 0.113
H -0.488 -0.153 -0.579
H -4.150 -1.293 5.516

Results
- HOMO level (eV) = -10.058
- energy above the lowest of the compared OMol25 structures with the same formula, charge and spin (kcal/mol) = 15.7

Löwdin atomic charge list, values in e, 8 entries: -0.0501 -0.0717 -0.5089 -0.4686 -0.7215 0.0457 0.0149 0.2023

=====

Below is the molecule C5H5ClO, with properties calculated with the ωB97M-V functional and the def2-TZVPD basis.

Geometry (Å):
1 C -0.732 -1.341 0.264
2 C -1.822 -0.650 0.383
3 C -3.372 -0.732 0.163
4 C -0.512 -0.008 0.743
5 C 0.150 0.968 -0.224
6 O -4.257 -1.457 0.469
7 Cl -3.575 0.757 -0.822
8 H -0.329 -2.305 0.002
9 H -0.446 0.256 1.817
10 H -0.445 0.912 -1.074
11 H 1.268 0.820 -0.303
12 H 0.044 1.867 0.430

Cartesian forces, eV/Å:
C -1.069 -2.200 0.209
C -2.346 -2.247 0.061
C 2.243 1.059 -0.025
C 0.454 1.630 0.448
C 1.372 0.679 4.089
O 1.258 0.501 -0.151
Cl -0.901 0.130 -0.255
H 0.176 0.139 -0.023
H 0.507 -0.453 -0.520
H -0.397 0.599 -1.920
H -1.354 -0.181 -0.358
H 0.057 0.343 -1.556

Results
- HOMO level (eV) = -9.710
- energy above the lowest of the compared OMol25 structures with the same formula, charge and spin (kcal/mol) = 57.7

Löwdin atomic charge list, values in e, 8 entries: 0.0280 -0.1761 -0.6810 -0.3105 -0.0668 0.0901 0.6453 0.1170

=====

Below is the molecule C5H5ClO, with properties calculated with the ωB97M-V functional and the def2-TZVPD basis.

Geometry (Å):
1 C -1.162 -0.505 0.426
2 C 0.262 -0.190 0.098
3 C 0.955 1.057 0.125
4 C 2.268 0.862 0.053
5 C 1.409 -1.014 -0.071
6 H -1.459 -1.639 0.357
7 H -1.247 -0.079 1.505
8 H 0.558 2.176 -0.075
9 H 3.116 1.403 0.082
10 H 1.530 -2.123 -0.141
11 O 2.544 -0.478 -0.247
12 Cl -2.661 0.166 -0.208

Cartesian forces, eV/Å:
C -0.233 -1.966 3.260
C 2.804 -0.850 -1.326
C -1.837 4.328 -0.563
C -0.278 -1.845 -1.479
C -5.178 -4.855 -0.593
H 1.431 2.089 0.578
H 0.100 -1.480 -1.470
H 0.626 -2.889 1.213
H 2.266 2.210 -0.130
H -0.920 0.937 0.112
O 1.441 3.245 1.808
Cl -0.223 1.075 -1.410

Results
- HOMO level (eV) = -8.737
- energy above the lowest of the compared OMol25 structures with the same formula, charge and spin (kcal/mol) = 39.2

Löwdin atomic charge list, values in e, 8 entries: -0.6042 -0.2402 -0.0719 -0.0942 -0.1679 0.1011 0.0931 0.1740

=====

Below is the molecule C5H5ClOS, with properties calculated with the ωB97M-V functional and the def2-TZVPD basis.

Geometry (Å):
1 C -1.551 -0.326 -0.760
2 C -1.672 -1.641 -0.126
3 C -0.416 0.383 -0.586
4 C 1.000 0.616 -0.331
5 C 1.545 0.899 1.047
6 O 0.031 1.634 -0.695
7 S -2.958 -2.631 -0.385
8 Cl 2.259 0.055 -1.527
9 H -2.352 0.074 -1.201
10 H -1.005 -2.087 0.598
11 H 0.820 0.668 1.913
12 H 1.786 2.022 1.023
13 H 2.512 0.336 1.031

Cartesian forces, eV/Å:
C 4.226 -1.664 2.771
C -1.484 -0.699 -0.963
C -0.081 -0.746 0.022
C -0.843 -0.383 0.692
C 0.931 0.571 0.095
O 0.208 0.241 -1.523
S 0.340 0.564 -0.010
Cl -1.292 0.744 0.742
H -3.025 1.534 -1.542
H 0.862 0.747 -0.095
H 1.273 0.211 -1.539
H -0.250 -1.611 0.341
H -0.864 0.491 1.011

Results
- HOMO level (spin up / spin down) (eV) = -8.608 / -8.608
- energy above the lowest of the compared OMol25 structures with the same formula, charge and spin (kcal/mol) = 58.1

Löwdin atomic charge list, values in e, 8 entries: -0.0961 -0.6495 -0.2383 -0.7232 -0.0676 0.0855 0.6325 0.6504

=====

Below is the molecule C5H5ClOS, with properties calculated with the ωB97M-V functional and the def2-TZVPD basis.

Geometry (Å):
1 C 0.139 1.245 -0.026
2 C -0.900 0.444 0.037
3 C -2.193 -0.104 -0.098
4 C 1.625 0.908 0.164
5 C 0.391 -1.606 0.321
6 O -3.070 -0.285 0.735
7 S 1.604 -0.662 1.074
8 Cl 0.540 -1.847 -1.426
9 H 0.180 2.292 -0.275
10 H -2.254 -0.387 -1.195
11 H 2.037 0.807 -0.770
12 H 2.032 1.654 0.721
13 H -0.131 -2.458 0.740

Cartesian forces, eV/Å:
C -0.741 -0.388 -0.190
C 2.831 -0.150 1.178
C -0.584 -0.180 -0.999
C -3.908 -3.264 0.528
C -0.758 2.650 -1.892
O 0.746 0.228 -0.625
S 0.924 -0.708 1.014
Cl 0.134 -0.292 0.171
H -1.053 0.487 -0.150
H -0.709 -0.286 0.777
H 1.288 -0.223 -2.198
H 1.608 1.753 1.768
H 0.223 0.374 0.618

Results
- HOMO level (spin up / spin down) (eV) = -8.401 / -8.639
- energy above the lowest of the compared OMol25 structures with the same formula, charge and spin (kcal/mol) = 92.4

Löwdin atomic charge list, values in e, 8 entries: -0.1746 -0.0398 -0.3417 -0.4101 -0.8300 0.0227 0.8574 0.5453

=====

Below is the molecule C5H5F, with properties calculated with the ωB97M-V functional and the def2-TZVPD basis.

Geometry (Å):
1 C 0.729 0.758 0.194
2 C 1.953 0.927 -0.213
3 C -2.190 -1.206 0.253
4 C -0.605 0.788 0.109
5 C -1.809 0.041 0.066
6 F -2.787 0.916 -0.262
7 H 2.069 1.050 -1.273
8 H 2.814 0.935 0.404
9 H -1.518 -2.072 0.318
10 H -3.197 -1.236 0.319
11 H -0.752 1.865 0.050

Cartesian forces, eV/Å:
C -1.745 -1.389 -1.009
C -0.481 -0.192 0.227
C 3.255 -0.197 -0.084
C 3.348 2.199 0.369
C 0.103 -0.484 -0.342
F -0.729 0.322 0.265
H 0.277 -0.104 -0.412
H 0.559 0.156 0.543
H -0.459 0.692 0.317
H -3.193 -1.075 -0.066
H -0.936 0.073 0.190

Results
- HOMO level (eV) = -9.005
- energy above the lowest of the compared OMol25 structures with the same formula, charge and spin (kcal/mol) = 50.9

Löwdin atomic charge list, values in e, 8 entries: -0.0597 -0.0019 0.1031 -0.0503 -0.3771 0.0319 0.0638 0.0431

=====

Below is the molecule C5H5F3N2O2S2, with properties calculated with the ωB97M-V functional and the def2-TZVPD basis.

Geometry (Å):
1 C -1.476 -2.387 -0.467
2 C -1.904 -1.364 -1.164
3 C 1.471 -1.028 0.641
4 C 2.297 1.282 -0.837
5 C -2.752 0.929 0.133
6 N -0.541 -2.412 0.650
7 N 0.403 -1.682 0.718
8 O -0.238 0.733 -0.307
9 O 3.061 0.831 1.652
10 F -2.992 2.238 -0.055
11 F -2.154 0.822 1.354
12 F -3.918 0.382 0.127
13 S -1.463 0.352 -1.138
14 S 1.580 0.732 0.741
15 H -1.989 -3.336 -0.692
16 H 2.597 0.488 -1.451
17 H 3.329 1.616 -0.599
18 H 1.537 1.862 -1.226
19 H 3.152 -0.058 1.923

Cartesian forces, eV/Å:
C 0.050 -0.943 -0.437
C -0.382 2.906 -0.555
C -1.221 -1.695 -0.196
C 2.240 -1.200 2.124
C 1.125 1.080 0.643
N -0.042 0.167 0.648
N 1.803 1.864 -0.827
O 0.001 0.650 -0.598
O -1.763 0.965 -1.667
F 0.635 0.276 -0.259
F -0.793 -0.282 -0.737
F -0.916 -1.437 0.089
S -0.546 -2.216 0.480
S 0.880 0.681 1.407
H 0.709 0.170 0.855
H -0.554 -1.683 -1.010
H -1.091 1.006 0.242
H -0.923 1.618 -1.033
H 0.789 -1.925 0.831

Results
- HOMO level (eV) = -8.088

Löwdin atomic charge list, values in e, 8 entries: -0.2513 -0.2897 -0.1911 -0.1758 -0.7517 0.1097 -0.0825 -0.7604